Entry 1:
Entry from the OMol25 dataset: a structure of composition C20H27N3O2PtSeSi (ωB97M-V/def2-TZVPD).

E_HOMO (spin up / spin down) = -7.53 / -7.43 eV
E = -106213.6635 eV
⟨S²⟩ = 2.039
Kohn-Sham gap (spin up / spin down) = 0.292 / 0.216 Eh

The geometry in ORCA input format:
```
! RIJCOSX wB97M-V def2-TZVPD def2/J DEFGRID3
* xyz 0 3
Pt 0.6983 0.7493 -1.3588
C 3.6095 2.0781 -0.8603
Si 3.0243 0.8078 0.3858
C 3.3158 -0.9596 -0.1441
C 4.1172 1.0782 1.8946
N 1.2638 1.0030 0.5836
C 0.5359 1.6922 1.5158
C 1.1167 2.1775 2.7128
C 0.3898 2.8521 3.6663
C -0.9675 3.0857 3.4689
C -1.5891 2.6154 2.3229
C -0.8665 1.9176 1.3709
O -1.4352 1.4601 0.2279
C -2.8025 1.3362 0.0932
C -3.5228 0.4300 0.8559
C -4.8788 0.2680 0.6094
C -5.5020 0.9970 -0.3972
C -4.7608 1.8909 -1.1595
C -3.4045 2.0659 -0.9161
H 4.6977 2.1985 -0.7898
H 3.1441 3.0477 -0.6565
H 3.3618 1.7974 -1.8837
H 4.3828 -1.1153 -0.3391
H 2.7576 -1.2191 -1.0438
H 3.0109 -1.6468 0.6523
H 5.1359 0.7865 1.6186
H 3.8201 0.4655 2.7524
H 4.1514 2.1264 2.2045
H 2.1657 1.9982 2.8760
H 0.8793 3.2049 4.5654
H -1.5435 3.6388 4.2000
H -2.6406 2.8045 2.1587
H -3.0213 -0.1418 1.6284
H -5.4480 -0.4375 1.2028
H -6.5611 0.8703 -0.5834
H -5.2378 2.4576 -1.9498
H -2.8021 2.7584 -1.4948
Se 0.5759 1.5014 -3.6738
C 0.3259 2.8187 -2.4041
N 0.1496 3.7290 -1.6910
C -2.7957 -3.3501 -2.1844
N -1.8439 -2.2690 -1.9582
C -2.3981 -0.9199 -1.9465
C -0.5391 -2.5061 -1.7111
C -0.1119 -3.9547 -1.6173
O 0.3119 -1.6274 -1.5508
H -3.6955 -2.9238 -2.6202
H -3.0736 -3.8542 -1.2552
H -2.4071 -4.0909 -2.8803
H -2.6998 -0.6129 -2.9495
H -1.6565 -0.2198 -1.5864
H -3.2645 -0.8837 -1.2824
H -0.7470 -4.5142 -0.9279
H 0.9147 -3.9782 -1.2671
H -0.1639 -4.4370 -2.5957
*
```

---

Entry 2:
Entry from the OMol25 dataset: the molecule C20H27N3O3 (ωB97M-V/def2-TZVPD).

E_HOMO = -9.06 eV
ΔE to the lowest compared entry with this formula, charge and spin = 4.541 eV
E = -31789.6237 eV
Kohn-Sham gap = 0.359 Eh

The geometry in ORCA input format:
```
! RIJCOSX wB97M-V def2-TZVPD def2/J DEFGRID3
* xyz 0 1
C -6.1422 -2.3207 -1.5999
C -4.7337 -1.8332 -1.2886
C -4.7200 -0.9414 -0.0454
N -3.3852 -0.4558 0.2598
C -2.9727 0.7621 -0.4135
C -3.2723 2.0064 0.4093
C -2.1603 2.9078 0.8564
C -3.1009 3.3562 -0.2192
C -2.6715 -1.1173 1.1981
O -3.0976 -2.1101 1.7584
C -1.2844 -0.5717 1.5070
C -0.2656 -1.0631 0.4579
C 0.7932 -0.0500 0.2456
N 0.6349 1.1647 -0.1687
N 1.8544 1.7435 -0.1853
C 2.7016 0.8543 0.2126
C 4.1913 0.9747 0.3802
O 4.7651 1.8803 -0.5230
C 4.4815 3.2370 -0.2591
C 4.7954 -0.3969 0.1699
C 5.0275 -1.2400 1.2468
C 5.5412 -2.5079 1.0367
C 5.8292 -2.9367 -0.2477
C 5.6008 -2.0950 -1.3233
C 5.0800 -0.8300 -1.1174
O 2.0901 -0.3159 0.5084
H -6.1389 -2.9576 -2.4808
H -6.8063 -1.4792 -1.7863
H -6.5378 -2.8918 -0.7636
H -4.0785 -2.6871 -1.1086
H -4.3393 -1.2793 -2.1443
H -5.0624 -1.5213 0.8148
H -5.3843 -0.0845 -0.1851
H -1.9101 0.7380 -0.6613
H -3.5307 0.8060 -1.3539
H -4.1115 1.8808 1.0836
H -2.2319 3.3726 1.8285
H -1.1532 2.6569 0.5572
H -3.8215 4.1274 0.0067
H -2.7237 3.3944 -1.2295
H -1.0016 -0.9425 2.4925
H -1.3062 0.5151 1.5352
H 0.1962 -1.9975 0.7756
H -0.7700 -1.2413 -0.4950
H 4.3774 1.3068 1.4203
H 3.4128 3.4429 -0.3558
H 5.0399 3.8042 -1.0006
H 4.8189 3.5167 0.7464
H 4.8052 -0.9067 2.2506
H 5.7189 -3.1605 1.8786
H 6.2321 -3.9255 -0.4095
H 5.8254 -2.4258 -2.3265
H 4.9010 -0.1623 -1.9456
*
```

---

Entry 3:
Entry from the OMol25 dataset: the molecule C20H27N3O3 (ωB97M-V/def2-TZVPD).

E_HOMO = -7.59 eV
ΔE to the lowest compared entry with this formula, charge and spin = 21.205 eV
E = -31772.9600 eV
Kohn-Sham gap = 0.300 Eh

The geometry in ORCA input format:
```
! RIJCOSX wB97M-V def2-TZVPD def2/J DEFGRID3
* xyz 0 1
C 4.2319 -2.7455 4.6551
O 3.6292 -3.3655 3.3591
C 3.1602 -2.5682 2.4713
C 3.0639 -1.2872 2.5222
C 2.3999 -0.4495 1.7598
C 2.0121 -0.9714 0.6651
N 1.1609 -0.5711 -0.3993
C 0.7107 0.7827 -0.5567
O 0.5117 1.5259 0.6684
N -0.0161 1.1461 -1.6103
C -0.4255 0.5229 -2.5418
C 0.0172 1.2484 -4.0274
C -0.5738 2.6277 -3.9805
C -0.2620 3.3956 -2.6554
C -0.6585 2.6036 -1.2890
C -2.2784 2.4533 -1.2575
C -2.7863 0.7351 -1.3810
N -2.3325 0.4136 -0.0999
C -2.4761 -0.8156 0.2012
O -3.3787 -1.6659 -0.4226
C -2.1863 -1.2394 1.7819
C -2.5103 -0.3103 2.8635
C -1.2289 -0.7916 2.4980
C -2.0491 0.2145 -2.4753
C 2.0633 -2.5765 0.3497
C 2.7304 -3.3044 1.3546
H 4.9260 -1.9836 4.3553
H 3.3782 -2.4657 5.2060
H 4.5503 -3.6624 5.0398
H 3.2117 -0.7546 3.5845
H 2.1502 0.5222 2.0320
H 0.9634 -1.0540 -1.3236
H 0.0458 -0.3878 -2.7784
H -0.4962 0.6405 -4.9397
H 1.0374 1.2823 -4.0873
H -1.8817 2.5173 -4.1791
H -0.2428 2.9415 -4.8493
H -0.6842 4.2205 -2.7769
H 0.9825 3.4932 -2.7723
H -0.1492 3.0648 -0.5716
H -2.6844 3.0390 -2.0121
H -2.4827 3.0335 -0.1653
H -3.7195 1.1230 -1.2527
H -1.7617 0.8213 0.4746
H -2.6740 -2.3551 1.9150
H -2.7811 0.6046 2.6062
H -2.8747 -0.8386 3.7444
H -0.4783 -0.0681 1.9846
H -0.6200 -1.3928 3.1099
H -2.5651 0.5362 -3.2317
H -2.2150 -0.6429 -2.3810
H 1.6103 -3.0187 -0.3610
H 2.9258 -4.2226 1.1766
*
```

---

Entry 4:
Entry from the OMol25 dataset: the molecule C20H27N3O4S (ωB97M-V/def2-TZVPD).

E_HOMO = -8.16 eV
ΔE to the lowest compared entry with this formula, charge and spin = 1.281 eV
E = -44674.1124 eV
Kohn-Sham gap = 0.323 Eh

The geometry in ORCA input format:
```
! RIJCOSX wB97M-V def2-TZVPD def2/J DEFGRID3
* xyz 0 1
C -5.0011 0.3603 0.0872
C -5.1537 -1.1229 0.0840
C -6.4153 -1.6936 -0.0292
C -6.5989 -3.0646 -0.0246
C -5.5058 -3.9078 0.0947
C -4.2413 -3.3688 0.2056
C -4.0509 -1.9849 0.2023
C -2.7006 -1.4767 0.3007
N -2.3161 -0.2355 0.3456
C -0.9505 -0.2610 0.3927
C -0.1832 0.9945 0.3720
S -0.4687 1.8363 -1.2300
O 0.4734 2.9345 -1.3142
O -1.8495 2.1663 -1.4168
C -0.0003 0.6201 -2.5173
C 1.4072 0.0982 -2.3094
O 1.6707 -1.0897 -2.3249
N 2.3168 1.0725 -2.1451
C 3.6905 0.7781 -1.8093
C 3.8704 0.3708 -0.3383
N 3.0693 1.1817 0.5696
C 3.2257 0.7693 1.9590
C 4.4719 1.4954 2.5071
C 4.6131 2.7238 1.5953
C 3.4348 2.5930 0.6080
C -0.5405 -1.5696 0.3854
C 0.7911 -2.2158 0.4340
O -1.6528 -2.3393 0.3307
H -5.9585 0.8442 -0.0893
H -4.2836 0.6827 -0.6645
H -4.6034 0.6915 1.0443
H -7.2744 -1.0448 -0.1232
H -7.5936 -3.4759 -0.1137
H -5.6404 -4.9791 0.0997
H -3.3804 -4.0139 0.2957
H 0.8947 0.8566 0.4460
H -0.5471 1.7017 1.1138
H -0.7269 -0.1867 -2.4900
H -0.0848 1.1632 -3.4563
H 1.9635 2.0009 -1.9295
H 4.0217 -0.0556 -2.4341
H 4.2894 1.6571 -2.0515
H 3.5213 -0.6590 -0.2271
H 4.9459 0.3978 -0.1042
H 2.3362 1.0994 2.5040
H 3.3014 -0.3148 2.0413
H 5.3494 0.8524 2.4397
H 4.3363 1.7696 3.5511
H 4.5570 3.6577 2.1501
H 5.5633 2.7067 1.0614
H 2.5652 3.1409 0.9804
H 3.6699 2.9742 -0.3821
H 0.6837 -3.2485 0.7550
H 1.4389 -1.6815 1.1248
H 1.2499 -2.2015 -0.5564
*
```

---

Entry 5:
Entry from the OMol25 dataset: the molecule C20H27N3O5S (ωB97M-V/def2-TZVPD).

E_HOMO = -7.75 eV
ΔE to the lowest compared entry with this formula, charge and spin = 4.755 eV
E = -46719.9117 eV
Kohn-Sham gap = 0.307 Eh

The geometry in ORCA input format:
```
! RIJCOSX wB97M-V def2-TZVPD def2/J DEFGRID3
* xyz 0 1
C 3.0453 4.4817 -4.5159
H 3.2430 3.7419 -5.2939
H 3.8820 5.1778 -4.4559
H 2.1333 5.0293 -4.7612
O 2.9727 3.8897 -3.2379
C 2.0457 2.9452 -2.9329
C 2.1490 2.4564 -1.6297
C 1.2948 1.4962 -1.1389
C 0.2909 0.9934 -1.9604
C 0.1749 1.4666 -3.2672
C 1.0321 2.4322 -3.7696
O 0.9371 2.9152 -5.0509
C -0.0604 2.3979 -5.8961
H 0.0617 1.3217 -6.0539
H -1.0638 2.5995 -5.5078
H 0.0683 2.9172 -6.8448
H -0.6088 1.0593 -3.8843
C -0.6164 -0.0150 -1.4695
N -0.6896 -0.4647 -0.2477
C -1.6785 -1.4118 -0.2625
C -2.1712 -1.5099 -1.5348
O -1.5019 -0.6103 -2.2989
C -3.2122 -2.3740 -2.1430
H -4.1903 -2.1633 -1.7113
H -2.9746 -3.4214 -1.9638
H -3.2513 -2.1946 -3.2138
C -1.9953 -2.2035 0.9400
H -2.8978 -2.7957 0.8169
H -2.0512 -1.5758 1.8245
S -0.5621 -3.3760 1.1618
O -0.8328 -4.4856 0.2505
C -1.0698 -3.9909 2.8517
C -1.3657 -2.8555 3.7988
O -2.4898 -2.6953 4.2451
N -0.3442 -2.0324 4.1167
C 0.9965 -2.0334 3.5820
H 1.1934 -2.9257 2.9927
C 1.2180 -0.7786 2.7308
N 0.9902 0.3987 3.5539
C 1.2949 1.6225 2.8454
H 2.3276 1.5877 2.5020
H 0.6369 1.7848 1.9788
H 1.1846 2.4630 3.5293
C -0.3717 0.3978 4.0560
C -0.6028 -0.8479 4.9093
H -1.6335 -0.8926 5.2628
H 0.0808 -0.8369 5.7636
H -0.5177 1.2887 4.6704
H -1.1069 0.4209 3.2309
H 2.2538 -0.7613 2.3849
H 0.5563 -0.7971 1.8475
H 1.6930 -2.0038 4.4283
H -1.9679 -4.5920 2.7197
H -0.2576 -4.6257 3.2031
H 1.3932 1.1205 -0.1350
H 2.9359 2.8649 -1.0159
*
```

---

Entry 6:
Entry from the OMol25 dataset: a structure of composition C20H27N4SSc (ωB97M-V/def2-TZVPD).

E_HOMO = -14.18 eV
ΔE to the lowest compared entry with this formula, charge and spin = 0.667 eV
E = -58662.5414 eV
Kohn-Sham gap = 0.244 Eh

The geometry in ORCA input format:
```
! RIJCOSX wB97M-V def2-TZVPD def2/J DEFGRID3
* xyz 2 1
Sc -0.1959 -0.2586 0.0310
C 0.6430 2.7851 5.5217
C 1.7480 2.4360 4.5299
N 1.5191 1.1253 3.9488
C 0.8625 0.8970 2.8265
S 0.5176 -0.7760 2.4022
N 0.4464 1.9050 2.0869
N -0.2404 1.6445 0.9756
C -1.0441 2.5805 0.5222
C -1.1666 3.8772 1.2399
C -1.8707 2.2148 -0.6253
C -2.7405 3.1196 -1.2371
C -3.6046 2.6881 -2.2284
C -3.5750 1.3508 -2.5976
C -2.6690 0.5119 -1.9733
N -1.8178 0.9066 -1.0145
H 0.8524 3.7375 6.0003
H -0.3158 2.8556 5.0133
H 0.5727 2.0232 6.2942
H 1.7887 3.1652 3.7208
H 2.7139 2.4081 5.0367
H 1.7073 0.3269 4.5445
H -1.0123 3.7040 2.3041
H -0.3885 4.5677 0.9125
H -2.1330 4.3437 1.0901
H -2.7461 4.1519 -0.9279
H -4.3052 3.3708 -2.6832
H -4.2518 0.9529 -3.3379
H -2.6361 -0.5395 -2.2311
C 0.5400 -1.7936 -4.9413
C -0.5519 -1.3939 -3.9305
C -1.7380 -2.3374 -4.1265
C 0.0773 -1.4495 -2.5545
C -0.2780 -2.4249 -1.6011
C 0.5752 -2.7231 -0.5237
C 1.8155 -2.0645 -0.3805
C 2.8698 -2.5952 0.5333
C 2.0608 -0.9522 -1.2135
C 1.2051 -0.6482 -2.2767
H 0.1260 -1.7855 -5.9445
H 0.8938 -2.7982 -4.7239
H 1.3889 -1.1181 -4.9179
H -0.8564 -0.3627 -4.1505
H -1.4104 -3.3732 -4.0926
H -2.1670 -2.1661 -5.1090
H -2.5289 -2.2022 -3.3936
H -1.1090 -3.0928 -1.8044
H 0.3652 -3.5955 0.0891
H 2.8809 -2.0670 1.4877
H 3.8532 -2.4832 0.0789
H 2.7024 -3.6504 0.7381
H 3.0188 -0.4468 -1.1494
H 1.5167 0.0913 -3.0073
*
```

---

> Among the records above, which one has the lowest E?

C20H27N3O2PtSeSi

---

> Which formula does entry 4 have?

C20H27N3O4S